Entry 1:
78
Properties=species:S:1:pos:R:3 method="wB97M-V/def2-TZVPD" spin_multiplicity=2 lumo_energy_ev="-7.8 / -6.3" charge=+2 orbital_gap_ev="5.63 / 7.04" e_homo_ha="-0.4922 / -0.4914"
V -0.562 -0.275 0.567
Cl -3.881 1.498 -5.006
C -3.515 0.988 -3.410
C -2.220 0.573 -3.130
C -1.927 0.205 -1.825
N -0.725 -0.304 -1.328
C 0.092 -1.121 -2.087
O 0.147 -1.164 -3.291
C 0.903 -2.045 -1.215
C 1.684 -3.038 -1.772
C 2.387 -3.878 -0.922
C 2.287 -3.682 0.446
C 1.473 -2.668 0.923
N 0.785 -1.862 0.111
C -2.928 0.182 -0.840
C -4.229 0.569 -1.125
C -4.511 0.993 -2.416
Cl -6.105 1.513 -2.782
N -2.445 -0.308 0.376
C -3.181 -1.176 1.178
O -4.304 -1.548 0.978
C -2.360 -1.650 2.352
C -2.879 -2.506 3.302
C -2.092 -2.798 4.409
C -0.833 -2.221 4.517
C -0.371 -1.413 3.493
N -1.118 -1.148 2.416
H -1.468 0.570 -3.901
H 1.720 -3.130 -2.847
H 3.005 -4.672 -1.319
H 2.819 -4.311 1.145
H 1.365 -2.499 1.986
H -5.009 0.544 -0.380
H -3.878 -2.896 3.171
H -2.461 -3.453 5.185
H -0.209 -2.399 5.381
H 0.609 -0.948 3.530
N 1.324 0.884 0.338
C 1.580 1.185 1.717
C 2.744 0.822 2.378
C 2.859 1.119 3.730
C 1.833 1.773 4.408
C 0.669 2.131 3.743
C 0.537 1.831 2.390
P -0.947 2.021 1.379
C -0.632 3.315 0.164
C -1.540 3.461 -0.886
C -1.345 4.456 -1.830
C -0.250 5.307 -1.724
C 0.648 5.171 -0.676
C 0.460 4.175 0.273
C -2.288 2.593 2.428
C -2.507 3.969 2.536
C -3.501 4.446 3.376
C -4.281 3.560 4.104
C -4.067 2.192 3.999
C -3.073 1.709 3.165
H 2.089 0.371 -0.106
H 1.195 1.730 -0.227
H 3.553 0.338 1.844
H 3.764 0.852 4.257
H 1.947 2.008 5.456
H -0.135 2.631 4.267
H -2.406 2.814 -0.963
H -2.050 4.575 -2.640
H -0.103 6.086 -2.460
H 1.494 5.838 -0.595
H 1.159 4.080 1.095
H -1.915 4.668 1.961
H -3.669 5.510 3.455
H -5.061 3.936 4.751
H -4.679 1.502 4.563
H -2.911 0.641 3.104
I 3.997 -0.065 -2.120
C 2.801 0.761 -3.673
I 1.436 2.249 -3.029
H 2.232 -0.048 -4.115
H 3.477 1.216 -4.385

---

Entry 2:
84
Properties=species:S:1:pos:R:3 method="wB97M-V/def2-TZVPD" lumo_energy_ev=-3.9 charge=+1 orbital_gap_ev=6.47 e_homo_ha=-0.3819
Pt 0.431 0.089 -0.081
O 0.018 1.491 1.321
S -0.480 1.304 2.776
C -2.080 2.137 2.734
C -2.085 3.419 1.892
C -2.963 3.304 0.649
C -2.527 2.241 -0.350
S -1.232 2.636 -1.576
O -0.281 1.440 -1.596
C -0.334 4.011 -0.897
C 0.942 3.854 -0.384
C 1.623 4.975 0.068
C 1.030 6.228 0.005
C -0.236 6.377 -0.548
C -0.917 5.267 -1.023
C 0.469 2.515 3.664
C 1.562 3.118 3.069
C 2.338 3.987 3.826
C 2.013 4.239 5.149
C 0.910 3.626 5.731
C 0.132 2.751 4.992
H -2.311 2.322 3.784
H -2.778 1.375 2.379
H -1.064 3.686 1.611
H -2.451 4.242 2.506
H -3.064 4.285 0.186
H -3.974 3.021 0.955
H -3.356 1.918 -0.978
H -2.160 1.350 0.158
H 1.406 2.878 -0.363
H 2.625 4.870 0.462
H 1.567 7.097 0.361
H -0.682 7.358 -0.633
H -1.880 5.385 -1.505
H 1.805 2.907 2.038
H 3.208 4.448 3.381
H 2.629 4.906 5.737
H 0.665 3.815 6.767
H -0.706 2.248 5.461
Cl -2.347 -6.358 0.178
C -2.105 -4.662 0.162
C -2.076 -3.952 1.361
Cl -2.310 -4.765 2.852
C -1.859 -2.577 1.344
Cl -1.939 -1.675 2.806
C -1.634 -1.902 0.142
O -1.423 -0.574 0.105
C -1.744 -2.614 -1.057
Cl -1.681 -1.746 -2.537
C -1.965 -3.987 -1.051
Cl -2.075 -4.849 -2.528
S 5.317 1.898 3.893
C 4.125 0.850 3.479
S 3.727 0.467 1.818
C 2.372 -0.475 2.359
N 2.251 -0.536 3.641
N 3.249 0.153 4.263
C 3.250 0.130 5.698
C 4.442 -0.021 6.389
C 4.415 -0.056 7.774
C 3.212 0.042 8.457
C 2.023 0.165 7.751
C 2.039 0.210 6.367
S 1.313 -1.454 1.366
H 5.375 -0.103 5.852
H 5.342 -0.170 8.320
H 3.199 0.010 9.538
H 1.081 0.216 8.280
H 1.121 0.280 5.801
O 4.568 1.420 -1.999
C 4.264 0.469 -2.895
C 5.145 0.295 -3.962
C 4.887 -0.664 -4.915
C 3.753 -1.483 -4.845
C 2.880 -1.324 -3.803
C 3.121 -0.349 -2.816
C 2.184 -0.211 -1.742
O 2.296 0.655 -0.789
O 1.133 -0.948 -1.629
H 3.897 1.453 -1.299
H 6.021 0.926 -4.014
H 5.581 -0.787 -5.736
H 3.573 -2.230 -5.604
H 1.994 -1.940 -3.718

---

Entry 3:
82
Properties=species:S:1:pos:R:3 method="wB97M-V/def2-TZVPD" spin_multiplicity=2 lumo_energy_ev="-0.7 / -2.9" charge=0 orbital_gap_ev="5.99 / 3.75" e_homo_ha="-0.2455 / -0.2442"
Cu -0.185 -0.331 0.146
C 3.921 1.770 -0.225
C 3.699 0.590 -1.122
C 4.536 0.403 -2.214
C 4.338 -0.638 -3.102
C 3.276 -1.503 -2.926
C 2.414 -1.349 -1.856
C 1.287 -2.305 -1.659
C 2.642 -0.320 -0.932
N 1.783 -0.159 0.161
C 2.239 -0.176 1.363
C 3.579 -0.693 1.761
C 1.332 0.246 2.437
C 1.919 0.762 3.708
N 0.084 0.169 2.194
C -0.891 0.434 3.156
C -1.102 -0.477 4.199
C -0.232 -1.686 4.358
C -2.137 -0.217 5.085
C -2.918 0.918 4.964
C -2.679 1.825 3.946
C -1.669 1.591 3.029
C -1.330 2.560 1.943
H 4.148 2.645 -0.830
H 4.767 1.609 0.444
H 3.040 1.990 0.372
H 5.355 1.087 -2.373
H 5.009 -0.776 -3.935
H 3.116 -2.316 -3.620
H 1.165 -2.942 -2.532
H 0.354 -1.755 -1.475
H 1.473 -2.933 -0.792
H 4.113 -1.080 0.897
H 3.416 -1.506 2.470
H 4.183 0.064 2.254
H 2.642 1.546 3.490
H 2.437 -0.034 4.242
H 1.134 1.174 4.339
H 0.080 -2.068 3.388
H -0.765 -2.471 4.886
H 0.660 -1.437 4.935
H -2.323 -0.909 5.893
H -3.704 1.111 5.680
H -3.273 2.725 3.870
H -1.800 3.525 2.112
H -1.638 2.178 0.968
H -0.253 2.698 1.897
F -0.254 8.608 0.229
C -0.042 7.329 -0.103
C -0.490 6.841 -1.328
F -1.089 7.672 -2.188
C -0.315 5.502 -1.641
F -0.784 5.028 -2.803
C 0.341 4.622 -0.776
Se 0.570 2.814 -1.210
C 0.809 5.148 0.428
F 1.472 4.334 1.270
C 0.605 6.471 0.784
F 1.033 6.935 1.967
Cl -5.254 -0.560 1.940
C -4.270 -0.393 0.549
C -4.812 -0.239 -0.719
C -3.939 -0.043 -1.777
C -2.574 -0.014 -1.538
N -2.068 -0.205 -0.323
C -2.892 -0.398 0.701
H -5.879 -0.275 -0.869
H -4.315 0.093 -2.778
H -1.866 0.165 -2.335
H -2.451 -0.569 1.670
F 0.184 -8.356 -0.492
C -0.047 -7.081 -0.154
C 0.930 -6.334 0.498
F 2.110 -6.894 0.797
C 0.673 -5.022 0.855
F 1.620 -4.328 1.516
C -0.546 -4.395 0.560
S -0.908 -2.807 1.113
C -1.496 -5.159 -0.136
F -2.668 -4.595 -0.472
C -1.264 -6.483 -0.470
F -2.211 -7.199 -1.088

---

Entry 4:
85
Properties=species:S:1:pos:R:3 method="wB97M-V/def2-TZVPD" spin_multiplicity=3 lumo_energy_ev="4.3 / 4.3" charge=-2 orbital_gap_ev="4.64 / 6.26" e_homo_ha="-0.0107 / -0.0704"
Ti 1.259 -0.497 -0.325
O -0.181 0.244 -1.577
C -0.154 0.960 -2.652
C -1.341 1.592 -3.096
C -1.346 2.448 -4.173
C -0.174 2.706 -4.899
C 0.971 2.027 -4.537
C 0.999 1.152 -3.448
C 2.146 0.272 -3.299
N 2.275 -0.573 -2.365
C 3.301 -1.614 -2.466
C 3.399 -2.202 -1.051
N 3.173 -1.067 -0.162
C 4.231 -0.228 -0.034
C 4.178 1.190 0.049
C 5.373 1.929 0.178
C 5.404 3.310 0.113
C 4.216 4.016 -0.085
C 3.014 3.319 -0.183
C 2.964 1.933 -0.087
O 1.794 1.319 -0.189
H -2.252 1.369 -2.555
H -2.276 2.922 -4.467
H -0.177 3.384 -5.742
H 1.883 2.151 -5.115
H 2.884 0.299 -4.109
H 4.260 -1.180 -2.769
H 2.982 -2.351 -3.201
H 4.382 -2.654 -0.886
H 2.628 -2.958 -0.903
H 5.220 -0.680 -0.108
H 6.296 1.375 0.318
H 6.346 3.838 0.214
H 4.223 5.097 -0.165
H 2.074 3.838 -0.331
F -2.580 -2.545 -1.219
C -2.360 -3.258 -2.327
F -2.839 -2.566 -3.373
F -3.071 -4.389 -2.235
S -0.569 -3.610 -2.564
O -0.049 -2.305 -2.892
O -0.580 -4.615 -3.598
N -0.034 -4.223 -1.242
S 0.010 -3.616 0.291
O 0.420 -2.100 0.098
O 1.142 -4.272 0.940
C -1.582 -5.690 0.701
F -1.645 -5.765 2.035
F -1.302 -6.884 0.198
F -2.727 -5.236 0.216
O 2.673 0.149 2.400
C 1.603 -0.230 1.956
C 0.562 -0.369 3.106
C 1.008 -0.704 4.384
C 0.140 -0.693 5.458
C -1.188 -0.301 5.269
C -1.634 0.025 4.005
C -0.765 -0.036 2.906
P -1.299 0.247 1.162
C -3.016 -0.439 1.371
C -4.189 0.267 1.115
C -5.438 -0.321 1.288
C -5.538 -1.631 1.728
C -4.375 -2.346 1.993
C -3.134 -1.760 1.806
C -1.512 2.070 1.125
C -2.231 2.696 0.105
C -2.207 4.075 -0.052
C -1.441 4.859 0.798
C -0.697 4.250 1.800
C -0.728 2.872 1.957
H 2.054 -0.956 4.505
H 0.489 -0.971 6.446
H -1.871 -0.258 6.110
H -2.668 0.316 3.858
H -4.146 1.302 0.810
H -6.332 0.255 1.079
H -6.508 -2.094 1.860
H -4.430 -3.371 2.339
H -2.243 -2.342 2.012
H -2.786 2.100 -0.607
H -2.768 4.532 -0.858
H -1.397 5.933 0.661
H -0.075 4.847 2.456
H -0.120 2.414 2.727

---

Entry 5:
77
Properties=species:S:1:pos:R:3 method="wB97M-V/def2-TZVPD" spin_multiplicity=5 lumo_energy_ev="2.1 / 0.7" charge=-1 orbital_gap_ev="7.55 / 6.65" e_homo_ha="-0.2002 / -0.2181"
Rh 0.695 0.360 2.381
I 3.415 0.059 1.467
C 3.445 -1.732 2.559
C 4.458 -2.611 2.311
C 4.557 -3.786 3.086
C 3.659 -4.016 4.085
C 2.607 -3.107 4.350
C 1.685 -3.349 5.397
C 0.667 -2.476 5.641
C 0.495 -1.335 4.827
C 1.357 -1.059 3.796
C 2.459 -1.933 3.559
H 5.186 -2.407 1.538
H 5.355 -4.489 2.887
H 3.736 -4.908 4.696
H 1.805 -4.244 5.996
H -0.036 -2.668 6.441
H -0.358 -0.692 5.011
F 1.926 6.460 1.681
C 1.663 5.136 1.837
C 1.670 4.326 0.720
C 1.401 2.972 0.890
C 1.132 2.456 2.153
C 1.119 3.302 3.256
C 1.389 4.658 3.102
H 1.869 4.749 -0.255
H 1.385 2.329 0.016
H 0.863 2.927 4.239
H 1.373 5.338 3.944
F -1.200 1.006 3.444
B -1.948 1.625 4.556
F -1.011 2.235 5.386
F -2.606 0.597 5.214
F -2.821 2.543 4.001
O -0.323 -2.640 1.614
C 0.017 -1.979 0.653
O 0.208 -0.689 0.641
C 0.246 -2.629 -0.707
C 0.651 -1.690 -1.845
Ge -0.698 -0.375 -2.444
C -1.102 1.345 -1.603
C -1.797 1.459 -0.393
C -2.123 2.702 0.131
C -1.766 3.857 -0.551
C -1.093 3.764 -1.758
C -0.767 2.517 -2.280
C -0.136 0.074 -4.279
C -1.075 0.428 -5.248
C -0.686 0.757 -6.539
C 0.658 0.737 -6.886
C 1.607 0.385 -5.937
C 1.208 0.056 -4.647
C -2.387 -1.358 -2.650
C -3.610 -0.855 -2.214
C -4.786 -1.574 -2.400
C -4.756 -2.807 -3.031
C -3.545 -3.321 -3.479
C -2.376 -2.601 -3.287
H -0.667 -3.174 -0.961
H 1.013 -3.388 -0.532
H 0.844 -2.279 -2.747
H 1.578 -1.172 -1.592
H -2.070 0.574 0.162
H -2.629 2.768 1.086
H -2.006 4.827 -0.134
H -0.810 4.662 -2.294
H -0.237 2.463 -3.225
H -2.128 0.445 -4.990
H -1.432 1.028 -7.276
H 0.964 0.993 -7.892
H 2.657 0.368 -6.201
H 1.964 -0.218 -3.918
H -3.651 0.109 -1.722
H -5.727 -1.169 -2.046
H -5.670 -3.370 -3.172
H -3.514 -4.284 -3.974
H -1.439 -3.014 -3.646

---

Entry 6:
77
Properties=species:S:1:pos:R:3 method="wB97M-V/def2-TZVPD" spin_multiplicity=2 lumo_energy_ev="-2.0 / -1.9" charge=0 orbital_gap_ev="6.22 / 6.06" e_homo_ha="-0.3017 / -0.2924"
Re -0.252 -0.597 0.044
C 1.462 -3.987 2.923
C 1.192 -2.689 2.227
N 0.830 -2.599 1.007
N 0.762 -3.664 0.202
C 0.505 -3.309 -1.037
O 0.319 -2.095 -1.378
C 0.474 -4.363 -2.070
C 0.399 -5.710 -1.723
C 0.342 -6.672 -2.716
C 0.362 -6.300 -4.053
C 0.441 -4.959 -4.401
C 0.493 -3.991 -3.413
C 1.387 -1.392 2.868
C 1.813 -1.264 4.189
C 2.091 -0.003 4.685
C 1.933 1.095 3.853
C 1.460 0.879 2.567
N 1.187 -0.322 2.082
H 1.467 -4.784 2.186
H 0.678 -4.192 3.655
H 2.423 -3.968 3.437
H 0.372 -5.987 -0.679
H 0.283 -7.720 -2.452
H 0.310 -7.057 -4.825
H 0.459 -4.672 -5.444
H 0.546 -2.940 -3.666
H 1.928 -2.137 4.814
H 2.436 0.120 5.703
H 2.164 2.094 4.191
H 1.300 1.715 1.897
N 0.492 9.657 0.341
C 0.521 8.509 0.302
C 0.550 7.079 0.284
C 1.125 6.391 1.353
C 1.115 5.009 1.368
C 0.549 4.297 0.315
C 0.012 4.988 -0.769
C 0.001 6.371 -0.783
C 0.431 2.814 0.338
C -0.522 2.277 1.218
C -1.223 2.975 2.230
C -1.963 2.040 2.933
C -1.736 0.809 2.316
N -0.883 0.931 1.286
C 1.230 2.084 -0.534
C 2.224 2.604 -1.405
C 2.760 1.534 -2.086
C 2.089 0.392 -1.619
N 1.182 0.701 -0.689
H 1.577 6.949 2.162
H 1.552 4.477 2.203
H -0.410 4.432 -1.595
H -0.429 6.906 -1.619
H -1.159 4.033 2.420
H -2.602 2.214 3.782
H -2.164 -0.145 2.578
H 2.487 3.645 -1.498
H 3.529 1.547 -2.840
H 2.239 -0.634 -1.919
B -3.722 -3.254 1.692
C -2.613 -2.379 1.090
N -1.745 -1.730 0.678
H -4.736 -2.604 1.727
H -3.345 -3.561 2.798
H -3.851 -4.225 0.991
F -3.128 1.001 -5.265
C -2.629 0.670 -4.058
C -2.539 -0.662 -3.706
C -1.980 -0.994 -2.482
C -1.478 -0.016 -1.623
C -1.649 1.318 -1.987
C -2.224 1.670 -3.200
H -2.894 -1.426 -4.384
H -1.926 -2.039 -2.210
H -1.341 2.112 -1.321
H -2.342 2.707 -3.485